(1)
{"formula": "C14H13P", "method": "wB97M-V/def2-TZVPD", "species": ["C", "H", "C", "H", "C", "H", "H", "H", "C", "H", "C", "H", "H", "H", "P", "C", "C", "H", "C", "H", "C", "C", "C", "C", "C", "C", "H", "H"], "coordinates": [[1.1981, 2.6032, -1.5052], [0.1479, -3.2115, -1.4226], [1.3066, 1.1762, -0.8706], [1.9893, 3.2287, -1.1665], [0.7431, -2.7958, -0.5675], [2.8819, 2.4843, 0.8981], [-2.2658, -1.4644, -1.6016], [3.2108, 0.8612, 1.8008], [-2.4505, -0.8084, -0.8644], [2.3941, -2.7249, 1.2770], [-1.4570, 1.0033, 0.3721], [3.7313, -1.4264, 1.4650], [1.0841, -3.5182, 0.2164], [-2.7166, 2.0468, 1.7077], [0.1963, -0.1314, -1.5613], [1.0309, -1.4932, -0.6314], [2.7767, -1.6926, 1.0496], [-0.6922, 1.7351, 0.5267], [-3.7670, 0.4516, 0.6883], [0.2719, 2.7478, -2.0204], [-1.3470, -0.0523, -0.5164], [2.8466, 1.3623, 1.0006], [2.0375, -0.9088, 0.2544], [-2.6825, 1.2504, 0.9923], [2.2134, 0.5716, 0.1012], [-3.6264, -0.6391, -0.1844], [-4.7014, 0.6503, 1.1533], [-4.3545, -1.3059, -0.5912]], "total_energy_ha": -882.450285, "spin_multiplicity": 1, "smiles": "C=c1c(=C)c(=C)p(-c2ccccc2)c1=C", "gap_ev": 7.51, "total_charge": 0, "molar_mass_g_mol": 212.23}

(2)
{"formula": "C4H10N2Si", "method": "wB97M-V/def2-TZVPD", "species": ["C", "H", "H", "Si", "H", "H", "C", "C", "H", "H", "N", "H", "H", "N", "C", "H", "H"], "coordinates": [[-1.2243, 1.3235, 0.2933], [0.1791, -1.3359, 0.4075], [0.8450, -1.6502, -1.8347], [1.1153, -0.9229, -0.5931], [-2.5187, -0.2508, 1.8183], [-1.6751, 1.9118, 1.0458], [-2.7739, -0.3012, 0.7894], [0.0798, 1.6464, -0.4471], [3.0084, 0.1800, 0.3260], [-3.0681, -1.3831, 0.5003], [0.9389, 0.7692, -0.7818], [-3.6914, 0.0777, 0.5110], [3.5788, -1.5557, 0.1437], [-1.7730, 0.2235, 0.0462], [2.9997, -0.7100, -0.3810], [0.3412, 2.6250, -0.6232], [3.6382, -0.6473, -1.2206]], "total_energy_ha": -557.323519, "spin_multiplicity": 1, "smiles": "C/N=C/C=N\\[SiH2]C", "gap_ev": 9.22, "total_charge": 0, "molar_mass_g_mol": 114.22}

(3)
{"formula": "C51H47CaCl2N5O9S2Sb2", "method": "wB97M-V/def2-TZVPD", "species": ["H", "C", "C", "C", "H", "H", "Sb", "C", "C", "H", "C", "C", "C", "H", "C", "N", "O", "H", "C", "H", "O", "H", "C", "C", "H", "O", "O", "C", "C", "H", "Ca", "C", "C", "C", "C", "N", "Cl", "H", "H", "C", "C", "H", "H", "O", "O", "S", "H", "N", "O", "H", "H", "Cl", "H", "H", "C", "H", "C", "C", "H", "H", "H", "C", "H", "H", "Sb", "C", "C", "O", "H", "C", "H", "N", "C", "H", "C", "H", "H", "H", "C", "C", "N", "C", "H", "H", "C", "H", "C", "C", "S", "H", "H", "C", "H", "C", "H", "H", "C", "H", "C", "C", "C", "C", "H", "H", "H", "C", "C", "H", "C", "C", "O", "C", "C", "C", "H", "H", "C", "H", "C"], "coordinates": [[-0.3927, -4.9737, -1.9981], [-2.5956, -3.2252, 1.9527], [0.4312, -2.8819, 3.2310], [-0.0303, 1.0927, -6.4033], [0.9720, 1.3019, -4.1147], [-1.4407, -0.9777, 5.1368], [0.2974, -2.7753, -0.5760], [-4.6152, 5.5063, 2.4489], [0.9601, 3.5210, 0.4431], [-2.1568, 1.4527, 4.1847], [4.4456, 0.2710, 2.8129], [-1.1612, 1.8785, 4.3035], [1.0082, 0.2140, -6.0470], [2.6059, 6.5743, -0.3850], [-5.7024, 4.7519, 2.8554], [-1.1509, 3.4750, 1.1336], [0.9834, 0.4546, -1.0324], [2.2485, -3.5769, 1.1471], [1.4600, -4.2042, 0.7097], [4.1941, 4.4818, -0.6811], [-5.6472, -0.3503, -3.7156], [2.3769, 3.2018, 4.5953], [-0.9751, 3.0876, 4.9571], [-4.5125, 2.7434, 2.3232], [-2.2174, -2.5696, 4.8439], [-4.2976, -2.3950, -2.0711], [-2.2064, -1.0192, -0.5088], [-0.2138, -7.0885, 2.5497], [-0.7201, -1.4902, -5.8214], [1.5756, -2.5264, -2.9580], [-0.8656, 0.5913, -0.0112], [-2.2048, 2.7106, 1.4434], [-2.9445, -0.5155, -1.4310], [1.0757, 1.6503, 3.8615], [-3.3985, 3.4785, 1.9210], [1.7747, 0.1973, 2.0548], [1.7913, -2.3574, -5.5104], [3.6060, 0.4062, -1.5762], [6.3170, -1.0948, -4.5610], [-4.0060, -1.2151, -2.1516], [1.3626, 2.8321, 4.5353], [0.4390, -2.6650, 4.3035], [2.3566, 1.6807, -6.1197], [-4.0441, 2.1058, -3.5542], [-2.4319, 5.6676, 1.6158], [0.8137, 5.2883, 0.5018], [-4.6373, 6.5921, 2.4748], [-0.1604, 1.1793, 3.7694], [-1.9024, 1.6483, -1.5437], [-0.9655, -2.5180, -5.5799], [-3.5944, -2.8944, 2.2494], [0.3669, 2.7594, -6.7758], [4.7921, -0.8904, 1.0226], [1.3389, -2.4704, 2.7854], [4.0691, -0.3884, 1.6575], [5.7815, -0.6265, -2.1726], [-3.8563, 1.0876, -2.9244], [-0.5919, -6.4991, 3.7496], [0.5126, 4.5002, 5.5868], [1.7345, 2.1076, -2.7319], [2.3808, -0.8887, 0.4177], [-4.6635, -0.1876, -3.0400], [-1.8252, 3.6367, 5.3423], [-1.8284, -3.8972, -1.8413], [-1.2465, -1.6240, 2.4693], [3.3485, 4.5608, 0.0065], [-2.8110, 0.8299, -1.9208], [0.0204, -0.5893, -2.7894], [-3.0791, -1.0588, 4.4336], [0.7744, 0.2579, -2.2941], [-1.3265, -4.9252, -0.4744], [2.3228, 0.6886, -5.9710], [-5.6605, 3.3583, 2.7968], [-1.7126, 5.0294, 1.3134], [2.1481, 0.8715, 3.1447], [-2.1100, 1.4637, -6.6814], [-6.5930, 5.2541, 3.2182], [-2.6007, -3.3829, 0.8709], [4.4526, -0.3036, -5.2710], [0.6120, -1.1102, -5.8097], [-0.0172, 2.7633, 0.7463], [0.4267, -6.3175, 1.5861], [-0.4037, -8.1412, 2.3672], [-1.0767, -7.0830, 4.5246], [0.2751, -4.3504, 2.9767], [5.4835, 0.2917, 3.1262], [-3.4550, 4.8851, 1.9802], [-2.0971, -1.5468, 4.4678], [2.5894, 2.9290, 0.0721], [-0.6563, -4.6736, 4.8744], [-2.3434, -4.1484, 2.4750], [5.3729, -0.6360, -4.2893], [3.7434, 1.4365, 4.4745], [1.8532, -3.0519, -2.0380], [-4.4474, 1.6640, 2.2376], [2.7952, -2.6340, -1.6650], [0.3169, 3.5614, 5.0833], [1.9269, -4.8999, 0.0083], [-1.3602, 0.7225, -6.4394], [3.8548, 0.2012, -2.6157], [2.2970, 5.5323, -0.4939], [-0.9695, -4.3355, -1.3235], [-2.7575, -0.8710, -6.0973], [0.7373, -6.7798, 0.6523], [2.0555, 5.3323, -1.5381], [0.7043, -4.9568, 1.7717], [1.5816, 1.1493, -3.2334], [1.9779, -4.1211, -2.2325], [-0.3458, -5.1460, 3.9447], [3.2366, 0.2771, -4.9278], [-2.2592, 1.4502, 1.4054], [2.9144, 0.5355, -3.5974], [-1.7148, -0.5773, -6.1230], [2.7227, -0.3979, 1.3246], [-6.5154, 2.7646, 3.1020], [4.6504, -0.5004, -6.3186], [3.4740, 0.9171, 3.5628], [3.7068, 4.8448, 0.9967], [5.0686, -0.3756, -2.9530]], "total_energy_ha": -5797.704033, "spin_multiplicity": 1, "gap_ev": 4.92, "total_charge": -2, "molar_mass_g_mol": 1292.60}

(4)
{"formula": "C38H42N4O2OsPSe2", "method": "wB97M-V/def2-TZVPD", "species": ["C", "C", "H", "H", "C", "H", "H", "C", "C", "P", "H", "H", "C", "C", "H", "H", "C", "C", "H", "H", "C", "C", "C", "H", "H", "H", "H", "O", "C", "C", "H", "C", "Se", "C", "H", "Se", "H", "H", "C", "H", "C", "C", "C", "H", "N", "H", "Os", "H", "H", "C", "C", "C", "H", "C", "C", "C", "H", "C", "H", "N", "H", "H", "C", "H", "C", "N", "C", "H", "H", "O", "H", "H", "H", "H", "H", "C", "H", "N", "C", "H", "C", "H", "C", "H", "H", "C", "H", "C", "C", "C"], "coordinates": [[-2.5499, -2.7460, -1.6328], [-1.8249, 1.6684, 3.1577], [2.3067, -0.0092, -5.6965], [-5.6825, -1.5884, -1.2195], [-2.1192, -1.1644, 1.6745], [4.7919, 2.5416, 0.5145], [-3.4383, 4.6575, 3.2561], [2.9497, -0.2400, 4.3073], [-1.0675, 2.3593, -0.9840], [-0.3214, 1.1194, 2.2949], [0.3389, 5.3612, -0.2774], [2.3052, 3.9210, -0.0489], [1.3535, 0.3206, 6.0118], [0.2212, -1.1623, 0.7545], [0.6490, -3.8232, -6.2941], [-1.3681, -0.7121, -5.6673], [0.7582, -1.8868, -6.5261], [2.5157, 1.2990, -0.3067], [-1.2659, -2.1671, -4.7044], [0.7309, -4.1839, 2.2758], [1.2905, 0.1285, -5.3156], [0.6407, -1.2487, -5.1148], [2.0520, 0.1796, 3.3375], [4.2196, -0.0347, -2.0336], [-2.7872, -0.4100, 2.0802], [-1.5539, 3.5419, 2.1335], [-1.9105, -3.3017, -2.3081], [0.0944, -3.1310, -6.6643], [-4.0016, 2.9214, 4.3818], [1.3581, 3.4757, -0.3527], [2.9707, 0.9022, -2.9017], [0.0402, 1.4977, -0.8837], [1.5293, -1.9837, -2.2189], [-3.2121, 3.6249, 3.4865], [0.5472, 1.1258, -3.8057], [-1.4702, -0.1019, -3.2846], [2.8175, 1.4346, 0.7321], [2.4050, 0.2369, -0.5173], [-1.4177, -4.4139, 3.5447], [-4.8470, 3.4028, 4.8554], [1.3666, -2.2085, -4.1694], [-3.9056, -2.5956, -1.8764], [0.1490, -3.2964, 2.0621], [3.2999, -0.4896, 6.4076], [-1.9388, -2.2040, -0.5810], [5.1601, 0.8566, 0.0590], [-0.1879, -0.5413, -1.2446], [3.4648, 2.7290, -1.4332], [1.8174, -1.9825, -6.7916], [-2.6631, -1.4766, 0.2787], [1.2688, 2.0987, -0.5776], [-0.9758, 3.7231, -0.7681], [-2.0366, 1.9469, -1.2408], [0.2508, 4.2969, -0.4509], [-2.6230, 0.9745, 4.0720], [4.9475, 1.8555, -0.3145], [-1.8605, 4.3421, -0.8553], [-2.1413, 2.9964, 2.8644], [5.7633, 2.1965, -0.9465], [-0.7003, -0.6618, 1.8481], [1.0813, 0.3864, 7.0571], [1.4527, -2.8230, 0.4587], [0.6716, -2.4087, 1.0881], [2.3986, -2.3346, -4.5070], [-4.6333, -1.7774, -1.0340], [-1.6252, -5.3004, 4.2448], [3.9128, 0.9568, -2.3578], [-4.3596, -3.0737, -2.7325], [0.2928, -1.2206, -7.2547], [1.4244, 0.9749, -4.1888], [4.6903, 1.4328, -2.9516], [0.8777, -3.1790, -4.2639], [-0.3811, -1.1386, 2.6939], [2.3262, 0.0973, 2.2927], [-2.3862, -0.0422, 4.3666], [-0.8574, -1.1634, -4.8148], [-3.1386, -2.6425, 2.9744], [3.7031, 1.7850, -1.1274], [-3.7074, 1.5940, 4.6714], [-4.5588, -0.5852, 0.7604], [2.6002, -0.1675, 5.6475], [-4.3155, 1.0433, 5.3772], [0.4510, 0.7276, 5.0401], [0.7243, 0.6432, -6.1021], [-0.5060, 1.1234, 5.3466], [-1.1498, -3.2926, 2.6649], [3.9198, -0.6228, 4.0178], [-4.0063, -1.2055, 0.0661], [-2.1925, -2.4192, 2.4984], [0.7873, 0.6620, 3.6857]], "s2": 6.07, "total_energy_ha": -7077.222428, "spin_multiplicity": 5, "gap_ev": [6.60, 5.67], "total_charge": 1, "molar_mass_g_mol": 965.90}

(5)
{"formula": "C8H16N2", "method": "wB97M-V/def2-TZVPD", "species": ["H", "C", "C", "C", "H", "H", "H", "C", "H", "H", "N", "H", "H", "H", "H", "H", "N", "C", "H", "C", "H", "H", "H", "H", "C", "C"], "coordinates": [[0.8113, -0.3791, 1.4936], [2.6144, 0.8632, -0.1521], [2.2445, 1.9066, 0.6895], [-0.4610, -1.6593, 0.5735], [0.1948, 1.2434, -0.7138], [1.8946, -2.5355, -0.4747], [-0.2628, -2.6892, 0.2932], [2.7503, -0.4582, -0.4862], [-1.2419, -1.3236, -1.3326], [-3.1928, 0.3503, -0.4761], [0.6335, -0.7580, 0.3567], [-0.8683, 1.7407, 1.1090], [-2.2534, 2.4987, 0.4967], [3.6648, -0.4860, -1.3298], [-1.0690, 0.9632, -1.8571], [-0.6966, -1.7929, 1.5582], [-0.6180, 1.9170, -1.0148], [-1.7073, -1.0808, -0.3288], [1.0895, -1.4393, -1.4043], [-2.2473, 0.3483, 0.1796], [2.5716, 1.7924, 1.7385], [1.3618, 2.7118, 0.5220], [-2.6707, -0.2098, 1.2670], [-2.7010, -1.8032, -0.4638], [-1.5165, 1.6646, 0.0576], [1.6755, -1.3853, -0.3008]], "total_energy_ha": -423.570205, "spin_multiplicity": 1, "gap_ev": 9.42, "total_charge": 0, "molar_mass_g_mol": 140.23}